(1)
A cluster of 2 separate species, CH2ClNO2S in total in a non-equilibrium geometry, computed with wB97M-V/def2-TZVPD.

Summary:
* LUMO (spin up / spin down): -0.1339 / -0.1337 Ha
* energy above the lowest of the compared OMol25 structures with the same formula, charge and spin: 63.9 kcal per mole

```
! wB97M-V def2-TZVPD RIJCOSX def2/J DEFGRID3
* xyz 0 1
C 0.9199 0.1700 -0.5375
N 0.9041 -0.9246 0.2665
O -0.2429 0.7541 -0.7321
O 1.9929 0.5786 -1.0163
S -2.5593 0.4738 -0.2207
Cl -2.8031 1.7191 1.2505
H 0.0353 -1.3295 0.5699
H 1.7531 -1.4415 0.4197
*
```



(2)
The molecule CH2ClO6P in a non-equilibrium geometry, computed with wB97M-V/def2-TZVPD.

Summary:
* LUMO: -0.0341 Ha
* SMILES string: O=C(OCl)OP(=O)(O)O

```
! wB97M-V def2-TZVPD RIJCOSX def2/J DEFGRID3
* xyz 0 1
O -2.1213 0.8485 -0.6039
C -1.3277 -0.0848 -0.7810
O -1.7449 -1.3950 -0.3862
Cl -0.6051 -2.5777 -0.7741
O -0.0213 0.0536 -1.3209
P 1.1430 0.3955 -0.1100
O 2.5822 0.3706 -0.6407
O 0.7043 1.9336 0.5240
O 1.1062 -0.7177 1.1904
H -0.0486 1.7295 1.1256
H 0.3331 -0.5561 1.7766
*
```



(3)
A cluster of 2 separate species, CH2ClOPS in total in a non-equilibrium geometry, computed with wB97M-V/def2-TZVPD.

Summary:
* LUMO (spin up / spin down): -0.0456 / -0.1281 Ha
* energy above the lowest of the compared OMol25 structures with the same formula, charge and spin: 79.2 kcal per mole

```
! wB97M-V def2-TZVPD RIJCOSX def2/J DEFGRID3
* xyz 0 1
C -1.6531 -0.0581 0.0194
O 1.6301 1.1225 0.0874
P 1.4709 -0.3651 -0.0436
S 3.3576 -1.1415 -0.0953
Cl -1.1670 1.5114 -0.0948
H -2.4673 -0.3206 0.8110
H -1.1711 -0.7486 -0.6841
*
```



(4)
A cluster of 2 separate species, CH2ClOPS in total in a non-equilibrium geometry, computed with wB97M-V/def2-TZVPD.

Summary:
* LUMO (spin up / spin down): -0.0385 / -0.1286 Ha
* energy above the lowest of the compared OMol25 structures with the same formula, charge and spin: 18.4 kcal per mole

```
! wB97M-V def2-TZVPD RIJCOSX def2/J DEFGRID3
* xyz 0 3
C -1.2980 0.1488 -0.0741
O 3.0428 -0.1084 0.0825
P 1.6614 0.1761 0.3023
S 0.5717 -1.4256 -0.3927
Cl -0.7721 1.7330 -0.1940
H -1.4297 -0.1793 1.0390
H -1.7761 -0.3445 -0.7630
*
```



(5)
The molecule CH2ClP in a non-equilibrium geometry, computed with wB97M-V/def2-TZVPD.

Summary:
* LUMO: -0.0171 Ha
* energy above the lowest of the compared OMol25 structures with the same formula, charge and spin: 36.1 kcal per mole
* SMILES string: [H]/P=C/Cl

```
! wB97M-V def2-TZVPD RIJCOSX def2/J DEFGRID3
* xyz 0 1
H -1.7085 -0.4213 -0.7903
P -1.1975 0.6334 -0.0284
C 0.5356 -0.0244 0.1468
Cl 1.5735 0.6485 1.1192
H 0.7969 -0.8361 -0.4473
*
```



(6)
The molecule CH2F2N2O in a non-equilibrium geometry, computed with wB97M-V/def2-TZVPD.

Summary:
* LUMO: -0.0335 Ha
* energy above the lowest of the compared OMol25 structures with the same formula, charge and spin: 21.5 kcal per mole

```
! wB97M-V def2-TZVPD RIJCOSX def2/J DEFGRID3
* xyz 0 1
C 0.3889 0.8683 0.7158
N -0.8399 0.2916 -0.5179
N -0.4112 -0.7671 -0.9478
O 0.9800 1.7098 0.1671
F -0.3362 0.9180 1.8388
F 0.8920 -0.5078 1.0221
H -0.0584 -1.4478 -0.3581
H -0.6153 -1.0650 -1.9201
*
```



Copy entry 5 word for word.
The molecule CH2ClP in a non-equilibrium geometry, computed with wB97M-V/def2-TZVPD.

Summary:
* LUMO: -0.0171 Ha
* energy above the lowest of the compared OMol25 structures with the same formula, charge and spin: 36.1 kcal per mole
* SMILES string: [H]/P=C/Cl

```
! wB97M-V def2-TZVPD RIJCOSX def2/J DEFGRID3
* xyz 0 1
H -1.7085 -0.4213 -0.7903
P -1.1975 0.6334 -0.0284
C 0.5356 -0.0244 0.1468
Cl 1.5735 0.6485 1.1192
H 0.7969 -0.8361 -0.4473
*
```